No. 1
{"formula": "C23H29N3O3", "method": "ωB97M-V/def2-TZVPD", "elements": ["C", "C", "C", "N", "C", "O", "C", "C", "C", "C", "N", "C", "O", "C", "C", "N", "C", "O", "C", "C", "C", "C", "C", "C", "C", "C", "C", "C", "C", "H", "H", "H", "H", "H", "H", "H", "H", "H", "H", "H", "H", "H", "H", "H", "H", "H", "H", "H", "H", "H", "H", "H", "H", "H", "H", "H", "H", "H"], "xyz": [[2.49, 1.45, 3.10], [3.17, 1.64, 1.75], [2.53, 2.71, 0.85], [2.71, 2.19, -0.50], [1.97, 2.52, -1.58], [2.13, 1.98, -2.67], [0.92, 3.60, -1.37], [0.08, 3.82, -2.62], [-0.90, 2.68, -2.90], [-2.21, 3.12, -2.24], [-2.10, 4.57, -2.24], [-0.82, 5.03, -2.37], [-0.48, 6.19, -2.27], [3.56, 1.01, -0.51], [3.30, 0.39, 0.86], [2.16, -0.53, 0.83], [0.83, -0.25, 0.81], [0.35, 0.87, 0.81], [-0.05, -1.46, 0.78], [-1.17, -1.79, 1.80], [-1.24, -2.91, 0.73], [-2.18, -4.06, 0.69], [-1.70, -5.37, 0.71], [-2.59, -6.44, 0.67], [-3.95, -6.22, 0.62], [-4.44, -4.91, 0.60], [-3.55, -3.85, 0.63], [0.31, -2.97, 0.79], [-1.08, -1.78, -0.33], [1.44, 1.19, 2.97], [2.98, 0.66, 3.67], [2.55, 2.37, 3.68], [4.21, 1.94, 1.92], [1.47, 2.81, 1.09], [3.02, 3.68, 0.98], [0.29, 3.30, -0.53], [1.41, 4.53, -1.07], [0.73, 4.03, -3.46], [-1.05, 2.58, -3.98], [-0.54, 1.73, -2.52], [-3.09, 2.79, -2.80], [-2.29, 2.73, -1.22], [-2.83, 5.19, -1.94], [3.27, 0.37, -1.34], [4.62, 1.27, -0.63], [4.15, -0.21, 1.19], [2.39, -1.51, 0.82], [-0.84, -2.09, 2.80], [-2.00, -1.09, 1.84], [-0.64, -5.55, 0.75], [-2.20, -7.46, 0.69], [-4.64, -7.05, 0.59], [-5.50, -4.73, 0.55], [-3.93, -2.83, 0.62], [0.81, -3.36, -0.10], [0.74, -3.36, 1.71], [-1.91, -1.08, -0.42], [-0.68, -2.08, -1.30]], "charge": 0, "homo_lumo_gap_ev": 9.369, "de_lowest_kj_mol": 275.9}

No. 2
{"formula": "C23H29N5O3", "method": "ωB97M-V/def2-TZVPD", "elements": ["C", "C", "N", "N", "N", "N", "C", "C", "C", "C", "C", "C", "C", "C", "C", "O", "O", "C", "C", "O", "N", "C", "C", "C", "C", "C", "C", "C", "C", "C", "C", "H", "H", "H", "H", "H", "H", "H", "H", "H", "H", "H", "H", "H", "H", "H", "H", "H", "H", "H", "H", "H", "H", "H", "H", "H", "H", "H", "H", "H"], "xyz": [[2.41, 4.31, -0.19], [2.10, 3.09, -0.96], [2.44, 2.82, -2.20], [1.96, 1.61, -2.47], [1.34, 1.13, -1.49], [1.40, 2.02, -0.49], [0.78, 1.87, 0.76], [1.44, 1.81, 1.93], [2.88, 1.81, 2.12], [3.76, 1.23, 1.20], [5.13, 1.27, 1.42], [5.63, 1.90, 2.55], [4.77, 2.46, 3.48], [3.40, 2.40, 3.27], [-0.71, 1.85, 0.76], [-1.38, 1.77, 1.76], [-1.20, 1.96, -0.48], [-2.61, 2.00, -0.63], [-3.38, 0.67, -0.59], [-4.54, 0.70, -0.23], [-2.80, -0.45, -1.02], [-3.62, -1.65, -1.15], [-2.69, -2.69, -1.77], [-3.45, -3.71, -2.61], [-1.76, -1.79, -2.60], [-1.48, -0.69, -1.58], [-0.49, -1.24, -0.55], [-0.98, -2.49, 0.20], [-1.75, -2.07, 1.47], [0.24, -3.30, 0.66], [-1.84, -3.40, -0.71], [3.23, 4.12, 0.50], [1.54, 4.62, 0.39], [2.70, 5.10, -0.88], [0.83, 1.78, 2.82], [3.38, 0.71, 0.34], [5.80, 0.82, 0.71], [6.70, 1.94, 2.72], [5.16, 2.93, 4.37], [2.73, 2.84, 3.99], [-2.78, 2.46, -1.60], [-3.05, 2.63, 0.16], [-4.02, -1.95, -0.18], [-4.47, -1.43, -1.80], [-4.02, -3.22, -3.39], [-4.13, -4.27, -1.98], [-2.76, -4.41, -3.08], [-0.86, -2.29, -2.94], [-2.29, -1.39, -3.47], [-1.07, 0.22, -2.03], [-0.26, -0.47, 0.19], [0.43, -1.45, -1.08], [-2.53, -1.36, 1.26], [-2.18, -2.94, 1.96], [-1.06, -1.60, 2.17], [0.88, -2.69, 1.30], [0.83, -3.63, -0.20], [-0.07, -4.17, 1.22], [-2.49, -4.01, -0.08], [-1.17, -4.08, -1.24]], "charge": 0, "smiles": "Cc1nnnn1/C(=C\\c1ccccc1)C(=O)OCC(=O)N1C[C@@]2(C)C[C@@H]1CC(C)(C)C2", "homo_lumo_gap_ev": 8.429, "de_lowest_kj_mol": 235.1}

No. 3
{"formula": "C23H30AgN6O4PSSe", "method": "ωB97M-V/def2-TZVPD", "elements": ["Ag", "Se", "N", "C", "C", "C", "C", "C", "N", "C", "C", "N", "C", "C", "C", "C", "C", "N", "H", "H", "H", "H", "H", "H", "C", "C", "C", "C", "O", "P", "O", "O", "O", "C", "C", "C", "C", "H", "H", "H", "H", "H", "H", "H", "H", "H", "H", "H", "H", "H", "H", "H", "H", "H", "H", "S", "C", "N", "C", "C", "N", "H", "H", "H", "H", "H", "H"], "xyz": [[-0.45, -0.09, -0.73], [5.08, -2.12, 3.75], [5.10, -2.05, 1.98], [3.86, -1.86, 1.59], [3.47, -1.70, 0.20], [4.39, -1.54, -0.83], [3.93, -1.33, -2.11], [2.55, -1.29, -2.32], [1.66, -1.42, -1.35], [2.10, -1.62, -0.10], [1.09, -1.66, 0.97], [-0.22, -1.72, 0.61], [-1.13, -1.60, 1.57], [-0.83, -1.39, 2.91], [0.49, -1.42, 3.29], [1.47, -1.61, 2.32], [2.88, -1.78, 2.64], [3.33, -1.90, 3.86], [5.45, -1.57, -0.60], [4.61, -1.17, -2.93], [2.15, -1.13, -3.31], [-2.17, -1.68, 1.25], [-1.62, -1.22, 3.63], [0.79, -1.32, 4.33], [2.76, 1.75, 1.73], [1.95, 2.70, 0.86], [2.66, 2.91, -0.48], [1.77, 4.02, 1.61], [0.68, 2.04, 0.66], [-0.44, 2.61, -0.41], [-0.53, 4.08, -0.43], [-0.23, 1.86, -1.71], [-1.68, 1.87, 0.37], [-3.04, 2.35, 0.30], [-3.90, 1.20, 0.82], [-3.44, 2.69, -1.14], [-3.19, 3.58, 1.20], [3.73, 2.19, 1.99], [2.94, 0.81, 1.20], [2.21, 1.52, 2.65], [3.65, 3.34, -0.32], [2.07, 3.57, -1.11], [2.77, 1.95, -1.00], [2.75, 4.49, 1.76], [1.31, 3.84, 2.58], [1.13, 4.69, 1.03], [-3.78, 0.33, 0.18], [-4.95, 1.50, 0.82], [-3.60, 0.95, 1.84], [-3.33, 1.81, -1.78], [-2.80, 3.48, -1.53], [-4.48, 3.03, -1.17], [-2.96, 3.32, 2.23], [-4.22, 3.94, 1.15], [-2.51, 4.36, 0.87], [-2.62, -0.98, -2.22], [-2.59, -2.60, -2.61], [-2.53, -3.09, -3.86], [-2.73, -4.54, -3.90], [-2.52, -4.92, -2.43], [-2.65, -3.64, -1.75], [-2.68, -2.49, -4.65], [-2.00, -5.01, -4.56], [-3.73, -4.79, -4.25], [-1.54, -5.36, -2.26], [-3.28, -5.63, -2.08], [-2.44, -3.52, -0.78]], "charge": 0, "homo_lumo_gap_ev": 6.852, "de_lowest_kj_mol": 167.0}

No. 4
{"formula": "C23H30BrNO4PdSb2", "method": "ωB97M-V/def2-TZVPD", "elements": ["Pd", "C", "Sb", "C", "C", "C", "C", "C", "C", "C", "C", "C", "Sb", "C", "C", "H", "H", "H", "H", "H", "H", "H", "H", "H", "H", "H", "H", "H", "H", "H", "H", "H", "H", "H", "H", "Br", "C", "C", "C", "C", "C", "C", "C", "O", "O", "H", "H", "H", "H", "C", "C", "N", "H", "H", "H", "C", "C", "O", "O", "H", "H", "H"], "xyz": [[0.20, 0.21, 0.40], [3.88, -0.77, -1.86], [2.78, 0.14, -0.30], [3.88, 1.95, -0.14], [3.64, -0.83, 1.42], [4.08, -2.24, 1.17], [5.36, -2.48, 0.68], [5.80, -3.75, 0.37], [4.95, -4.83, 0.56], [3.67, -4.61, 1.06], [3.22, -3.33, 1.37], [1.83, -3.18, 1.93], [0.41, -2.27, 0.61], [1.11, -3.06, -1.22], [-1.32, -3.44, 0.83], [4.92, -0.46, -1.78], [3.48, -0.44, -2.82], [3.82, -1.85, -1.79], [4.93, 1.69, -0.23], [3.68, 2.40, 0.83], [3.61, 2.65, -0.93], [2.86, -0.76, 2.18], [4.47, -0.20, 1.75], [6.03, -1.64, 0.54], [6.80, -3.91, 0.00], [5.27, -5.83, 0.32], [3.01, -5.45, 1.22], [1.84, -2.62, 2.87], [1.42, -4.16, 2.14], [0.44, -3.86, -1.52], [2.12, -3.46, -1.11], [1.07, -2.27, -1.97], [-1.01, -4.48, 0.88], [-1.90, -3.25, -0.07], [-1.90, -3.18, 1.71], [2.55, 6.73, 4.11], [1.85, 6.02, 2.50], [1.53, 6.87, 1.46], [1.02, 6.34, 0.29], [0.82, 4.98, 0.16], [1.15, 4.14, 1.21], [1.67, 4.65, 2.39], [0.96, 2.66, 1.10], [1.43, 1.88, 1.95], [0.29, 2.24, 0.08], [1.68, 7.94, 1.57], [0.77, 7.01, -0.53], [0.41, 4.56, -0.75], [1.92, 3.98, 3.19], [-2.95, 2.48, 1.36], [-2.12, 1.37, 1.81], [-1.47, 0.49, 2.17], [-3.99, 2.25, 1.55], [-2.79, 2.56, 0.29], [-2.66, 3.39, 1.87], [-3.17, -1.31, -2.30], [-2.20, -0.52, -1.43], [-2.56, 0.52, -0.90], [-1.04, -1.04, -1.30], [-3.93, -0.66, -2.71], [-3.66, -2.06, -1.68], [-2.64, -1.83, -3.10]], "charge": 0, "homo_lumo_gap_ev": [6.811, 6.811], "de_lowest_kj_mol": 94.9}

No. 5
{"formula": "C23H30ClCsFN3O7SeSi", "method": "ωB97M-V/def2-TZVPD", "elements": ["Cs", "C", "O", "C", "C", "C", "C", "C", "C", "O", "C", "O", "C", "H", "H", "H", "H", "H", "H", "H", "H", "H", "C", "Si", "C", "C", "N", "C", "C", "C", "C", "C", "C", "F", "H", "H", "H", "H", "H", "H", "H", "H", "H", "H", "H", "H", "H", "C", "N", "C", "C", "N", "C", "C", "Se", "H", "H", "H", "H", "H", "H", "H", "H", "O", "Cl", "O", "O", "O"], "xyz": [[1.53, -2.41, -0.79], [2.86, 5.16, -1.84], [4.19, 4.70, -1.69], [4.36, 3.35, -1.56], [5.70, 2.94, -1.36], [5.95, 1.60, -1.21], [4.95, 0.60, -1.26], [5.31, -0.80, -1.11], [6.72, -1.16, -0.62], [4.56, -1.75, -1.32], [3.57, 1.02, -1.44], [2.58, 0.25, -1.42], [3.35, 2.44, -1.61], [2.91, 6.24, -1.90], [2.24, 4.87, -0.99], [2.40, 4.76, -2.75], [6.49, 3.68, -1.33], [6.98, 1.31, -1.06], [7.52, -0.59, -1.09], [6.87, -2.22, -0.81], [6.77, -0.99, 0.46], [2.31, 2.72, -1.74], [-1.20, 2.94, 1.06], [-2.70, 2.24, 0.15], [-4.20, 2.72, 1.22], [-2.86, 3.26, -1.44], [-2.47, 0.60, -0.10], [-3.16, -0.21, -0.92], [-4.47, 0.00, -1.43], [-5.14, -0.92, -2.22], [-4.56, -2.13, -2.56], [-3.27, -2.40, -2.09], [-2.62, -1.47, -1.32], [-1.36, -1.78, -0.91], [-1.27, 4.02, 1.20], [-0.29, 2.72, 0.49], [-1.08, 2.48, 2.05], [-4.26, 3.80, 1.35], [-4.13, 2.26, 2.21], [-5.14, 2.38, 0.76], [-2.91, 4.33, -1.23], [-3.75, 2.98, -2.01], [-1.99, 3.08, -2.08], [-4.96, 0.93, -1.16], [-6.14, -0.68, -2.57], [-5.08, -2.86, -3.17], [-2.76, -3.33, -2.32], [-0.66, -4.33, 3.55], [-1.13, -3.05, 3.06], [-2.07, -2.89, 2.06], [-2.22, -1.56, 1.87], [-1.36, -0.93, 2.74], [-1.17, 0.51, 2.76], [-0.70, -1.84, 3.50], [0.50, -1.48, 4.87], [-1.45, -4.82, 4.12], [0.19, -4.15, 4.20], [-0.36, -4.95, 2.71], [-2.48, -3.73, 1.53], [-2.78, -1.00, 1.15], [-1.91, 0.98, 3.41], [-1.27, 0.87, 1.74], [-0.17, 0.71, 3.15], [-1.19, -5.95, 0.36], [0.14, -5.82, -0.19], [0.09, -5.08, -1.43], [0.70, -7.12, -0.41], [0.97, -5.08, 0.74]], "charge": -2, "homo_lumo_gap_ev": 6.068, "de_lowest_kj_mol": 59.2}

No. 6
{"formula": "C23H30ClF9N2O6PdS2", "method": "ωB97M-V/def2-TZVPD", "elements": ["O", "C", "N", "C", "C", "C", "C", "C", "S", "O", "O", "Cl", "C", "C", "C", "N", "C", "C", "C", "C", "C", "C", "C", "O", "O", "C", "O", "C", "C", "C", "C", "C", "F", "F", "C", "F", "F", "S", "F", "F", "F", "F", "F", "H", "H", "H", "H", "H", "H", "H", "H", "H", "H", "H", "H", "H", "H", "H", "H", "H", "H", "H", "H", "H", "H", "H", "H", "H", "H", "H", "H", "H", "H", "Pd"], "xyz": [[-1.60, -2.77, 2.12], [-1.07, -1.74, 1.98], [-0.61, -0.66, 1.59], [-1.50, 0.50, 1.71], [-1.40, 1.27, 0.34], [0.07, 1.78, 0.10], [0.13, 2.72, -1.17], [0.81, 4.10, -0.87], [2.10, 4.61, -2.05], [3.38, 4.41, -1.41], [1.88, 6.01, -2.30], [1.94, 3.64, -3.85], [-3.01, 0.18, 1.94], [-3.74, -0.43, 0.69], [-4.75, 0.52, 0.01], [-4.86, 0.33, -1.46], [-4.88, -1.07, -1.86], [-3.51, -1.47, -2.49], [-2.96, -0.73, -3.63], [-1.72, -1.10, -4.09], [-0.94, -2.22, -3.50], [-1.43, -2.97, -2.42], [-2.70, -2.62, -1.93], [-3.26, -3.24, -0.90], [-1.12, 1.46, 2.70], [-0.39, 0.90, 3.76], [-0.97, 0.14, 4.49], [1.11, 1.16, 4.00], [2.04, 0.78, 2.81], [2.93, -0.46, 3.12], [3.52, -1.13, 1.85], [4.57, -0.26, 1.11], [5.21, 0.46, 2.11], [3.99, 0.71, 0.34], [5.71, -1.03, 0.38], [6.57, -0.17, -0.17], [6.43, -1.68, 1.32], [5.21, -2.29, -0.92], [4.73, -3.36, 0.18], [3.73, -1.67, -1.12], [5.73, -1.32, -2.10], [6.70, -2.90, -0.86], [4.86, -3.38, -2.04], [-1.63, 0.62, -0.53], [-2.03, 2.19, 0.36], [0.51, 2.24, 0.99], [0.68, 0.89, -0.19], [-0.93, 2.93, -1.45], [0.57, 2.20, -2.04], [0.03, 4.89, -0.88], [1.26, 4.10, 0.13], [-3.22, -0.39, 2.87], [-3.50, 1.17, 2.12], [-2.97, -0.87, 0.02], [-4.33, -1.29, 1.09], [-5.75, 0.30, 0.45], [-4.58, 1.59, 0.22], [-5.65, 0.83, -1.86], [-5.66, -1.15, -2.74], [-5.23, -1.78, -1.08], [-3.54, 0.09, -4.06], [-1.31, -0.52, -4.93], [0.04, -2.43, -3.95], [-0.86, -3.79, -1.97], [-3.11, -4.21, -0.99], [1.41, 0.54, 4.87], [1.23, 2.21, 4.35], [2.74, 1.63, 2.63], [1.52, 0.58, 1.86], [2.26, -1.22, 3.59], [3.70, -0.24, 3.89], [3.95, -2.10, 2.17], [2.70, -1.31, 1.13], [-5.27, -2.71, -3.60]], "charge": 2, "homo_lumo_gap_ev": 2.444}

No. 7
{"formula": "C23H30ClHfO5", "method": "ωB97M-V/def2-TZVPD", "elements": ["C", "C", "C", "C", "H", "H", "C", "H", "H", "C", "H", "H", "C", "C", "C", "O", "O", "O", "O", "C", "H", "H", "H", "C", "H", "H", "H", "O", "H", "H", "C", "C", "H", "H", "H", "H", "H", "H", "Hf", "C", "C", "C", "H", "C", "C", "H", "H", "H", "H", "C", "C", "C", "H", "C", "C", "H", "H", "H", "H", "Cl"], "xyz": [[-2.61, 1.04, -5.72], [-1.10, 1.05, -5.38], [-3.28, -0.05, -4.83], [-2.12, -0.92, -4.34], [-4.03, -0.58, -5.43], [-3.79, 0.44, -3.99], [-0.94, 0.08, -4.22], [-0.77, 2.06, -5.11], [-0.53, 0.67, -6.24], [-1.10, 0.81, -2.89], [0.02, -0.45, -4.22], [-1.87, -1.63, -5.15], [-2.30, -1.67, -3.06], [-3.32, 2.35, -5.47], [-2.97, 0.88, -7.20], [-3.73, 0.01, -7.57], [-2.90, 3.28, -4.78], [-4.48, 2.40, -6.14], [-2.45, 1.73, -8.12], [-1.61, 2.89, -7.87], [-0.83, 2.71, -7.11], [-2.23, 3.75, -7.60], [-1.14, 3.07, -8.84], [-5.22, 3.61, -5.95], [-5.51, 3.73, -4.90], [-6.10, 3.48, -6.58], [-4.63, 4.48, -6.27], [-1.05, -0.21, -1.87], [-2.06, 1.36, -2.85], [-0.31, 1.59, -2.76], [-1.62, -2.97, -3.00], [-3.49, -1.45, -2.23], [-4.46, -1.48, -2.75], [-3.43, -0.47, -1.72], [-3.52, -2.22, -1.44], [-1.37, -3.20, -1.96], [-0.70, -2.94, -3.60], [-2.23, -3.81, -3.39], [-0.21, -0.23, -0.02], [1.99, -1.26, 0.53], [1.78, -1.52, -0.87], [1.75, -0.26, -1.56], [1.77, -2.49, -1.35], [1.94, 0.78, -0.59], [2.09, 0.16, 0.70], [2.40, 0.66, 1.62], [2.18, -2.01, 1.30], [1.76, -0.13, -2.64], [2.09, 1.83, -0.83], [-1.76, 0.52, 1.71], [-0.46, 1.00, 2.09], [-0.08, 2.01, 1.14], [0.06, 0.75, 3.02], [-1.10, 2.12, 0.15], [-2.15, 1.20, 0.50], [-3.13, 1.13, 0.02], [-2.40, -0.14, 2.30], [0.78, 2.68, 1.23], [-1.14, 2.85, -0.65], [-1.05, -2.31, 0.60]], "charge": -1, "homo_lumo_gap_ev": [2.707, 2.706], "de_lowest_kj_mol": 0.0}